Entry 1:
Density functional theory data (the ωB97M-V functional and the def2-TZVPD basis) for a 3-piece molecular cluster, C4H13N2OS overall.

Geometry (Å):
C (-0.130, -0.039, 1.834)
N (-0.266, -0.894, 0.661)
C (-1.307, -0.325, -0.229)
C (-0.736, 0.469, -1.440)
S (-1.859, 0.849, -2.826)
C (1.122, -0.257, 2.673)
N (2.222, 0.434, 2.031)
H (-0.113, 1.007, 1.530)
H (-0.983, -0.198, 2.519)
H (0.675, -0.899, 0.193)
H (-2.041, 0.241, 0.354)
H (-1.888, -1.152, -0.740)
H (-0.040, -0.326, -1.878)
H (-0.379, 1.391, -0.996)
H (1.346, -1.348, 2.736)
H (0.842, 0.173, 3.627)
H (2.448, -0.197, 1.250)
H (2.945, 0.687, 2.689)
H (2.216, -0.828, -1.129)
H (0.974, -1.907, 0.947)
O (2.172, -1.106, -0.207)

Summary:
- gap between HOMO and LUMO (eV) = 5.0
- total charge = -1
- relative energy (zero: lowest compared OMol25 entry of this formula, charge and spin) (eV) = 5.464
- largest force on an atom (hartree/bohr) = 0.0743
- highest occupied orbital energy (eV) = -2.678
- electronic energy (Ha) = -742.97828
- LUMO (eV) = 2.326

***

Entry 2:
Density functional theory data (the ωB97M-V functional and the def2-TZVPD basis) for a 2-piece molecular cluster, C3H2N4 overall.

Geometry (Å):
C (0.109, 2.911, -0.505)
C (-0.052, 1.788, -0.202)
C (-0.216, -2.689, -0.541)
N (-0.768, -1.840, -1.048)
N (0.430, -1.040, 1.801)
N (0.202, -0.132, 1.113)
N (-0.282, 0.860, 0.682)
H (0.228, 3.728, -1.169)
H (0.348, -3.585, -0.131)

Summary:
- gap between HOMO and LUMO (eV) = 9.8
- total charge = 0
- relative energy (zero: lowest compared OMol25 entry of this formula, charge and spin) (eV) = 5.158
- largest force on an atom (hartree/bohr) = 0.1052
- highest occupied orbital energy (eV) = -9.294
- electronic energy (Ha) = -334.33555
- LUMO (eV) = 0.479

***

Entry 3:
Density functional theory data (the ωB97M-V functional and the def2-TZVPD basis) for C44H35Cl3IN4O2PPbS3 as an isolated structure.

Geometry (Å):
Pb (-0.243, 0.981, -1.171)
C (-5.978, 0.125, 1.026)
S (-4.733, -1.105, 0.603)
C (-3.489, -0.153, -0.183)
S (-2.135, -1.110, -0.642)
N (-3.737, 1.123, -0.308)
N (-2.718, 1.862, -0.855)
C (-3.000, 3.095, -1.025)
C (-1.986, 4.066, -1.467)
C (-2.328, 5.404, -1.621)
C (-1.339, 6.308, -1.981)
C (-0.046, 5.852, -2.164)
C (0.211, 4.497, -1.989)
N (-0.737, 3.628, -1.658)
H (-6.773, -0.420, 1.535)
H (-5.564, 0.878, 1.693)
H (-6.371, 0.607, 0.135)
H (-3.998, 3.460, -0.786)
H (-3.348, 5.723, -1.457)
H (-1.579, 7.355, -2.110)
H (0.757, 6.524, -2.432)
H (1.209, 4.088, -2.094)
I (0.862, -0.078, -4.573)
C (-0.034, -1.980, -4.594)
C (-1.110, -2.082, -5.430)
C (-1.619, -3.343, -5.802)
C (-0.962, -4.468, -5.412)
C (0.154, -4.390, -4.542)
C (0.867, -5.567, -4.208)
C (1.940, -5.519, -3.371)
C (2.246, -4.309, -2.721)
C (1.563, -3.146, -2.974)
P (1.623, -1.814, -1.685)
C (1.091, -2.799, -0.229)
C (0.184, -3.851, -0.349)
C (-0.314, -4.490, 0.777)
C (0.084, -4.087, 2.043)
C (0.967, -3.024, 2.175)
C (1.461, -2.377, 1.051)
C (3.421, -1.590, -1.420)
C (4.214, -2.408, -0.618)
C (5.570, -2.151, -0.473)
C (6.149, -1.070, -1.120)
C (5.365, -0.239, -1.907)
C (4.010, -0.494, -2.051)
C (0.576, -3.137, -4.014)
H (-1.545, -1.189, -5.857)
H (-2.485, -3.397, -6.449)
H (-1.278, -5.444, -5.758)
H (0.546, -6.504, -4.647)
H (2.505, -6.413, -3.142)
H (2.997, -4.316, -1.941)
H (-0.148, -4.180, -1.326)
H (-1.019, -5.303, 0.660)
H (-0.294, -4.597, 2.921)
H (1.279, -2.693, 3.159)
H (2.132, -1.535, 1.167)
H (3.769, -3.236, -0.081)
H (6.172, -2.794, 0.158)
H (7.205, -0.864, -0.997)
H (5.804, 0.623, -2.394)
H (3.397, 0.177, -2.640)
N (-0.427, 1.665, 1.109)
S (-1.589, 2.170, 2.056)
C (-2.256, 0.793, 2.985)
C (-3.365, 1.020, 3.791)
C (-3.923, -0.042, 4.481)
C (-3.380, -1.316, 4.347)
C (-2.285, -1.529, 3.526)
C (-1.712, -0.469, 2.834)
C (-0.756, 3.070, 3.356)
C (-0.164, 2.438, 4.440)
C (0.602, 3.187, 5.320)
C (0.772, 4.549, 5.114)
C (0.174, 5.173, 4.027)
C (-0.593, 4.432, 3.142)
H (0.366, 1.273, 1.615)
H (-3.783, 2.017, 3.878)
H (-4.786, 0.119, 5.114)
H (-3.827, -2.148, 4.876)
H (-1.878, -2.523, 3.399)
H (-0.879, -0.633, 2.161)
H (-0.296, 1.374, 4.593)
H (1.074, 2.703, 6.165)
H (1.375, 5.127, 5.801)
H (0.309, 6.234, 3.866)
H (-1.049, 4.900, 2.277)
Cl (2.979, 3.166, 2.027)
C (3.725, 2.144, 0.760)
Cl (4.829, 3.126, -0.206)
Cl (4.622, 0.831, 1.524)
C (2.527, 1.599, -0.093)
O (1.971, 0.580, 0.363)
O (2.201, 2.260, -1.089)

Summary:
- gap between HOMO and LUMO (eV) = 7.2
- total charge = 0
- relative energy (zero: lowest compared OMol25 entry of this formula, charge and spin) (eV) = 0.000
- largest force on an atom (hartree/bohr) = 0.0024
- highest occupied orbital energy (eV) = -7.533
- electronic energy (Ha) = -5474.27237
- LUMO (eV) = -0.341

***

Among the records above, which one has the lowest gap between HOMO and LUMO?
C4H13N2OS